Record 1
Below is 17 unconnected molecules or ions with the total composition C69H180N8O22, with properties calculated with wB97M-V/def2-TZVPD.

Output
Relative energy (zero: lowest compared OMol25 entry of this formula, charge and spin) in eV: 5.1113
Gap between HOMO and LUMO in eV: 8.5
M in Da: 1474.233

Element x y z (Å)
C (-5.567, -2.065, -3.808)
O (-4.860, -2.157, -2.582)
C (-4.275, -3.354, -2.220)
C (-3.596, -3.109, -0.845)
N (-4.496, -3.556, 0.254)
C (-4.073, -3.185, 1.624)
C (-5.090, -3.419, 2.708)
O (-4.509, -3.366, 3.985)
C (-3.563, -4.510, 4.254)
H (-5.576, -0.992, -4.001)
H (-6.570, -2.489, -3.768)
H (-4.993, -2.552, -4.597)
H (-3.404, -3.600, -2.828)
H (-5.027, -4.139, -2.145)
H (-3.419, -2.048, -0.669)
H (-2.589, -3.513, -0.737)
H (-5.420, -3.177, 0.107)
H (-3.765, -2.140, 1.596)
H (-3.205, -3.762, 1.945)
H (-5.658, -4.342, 2.586)
H (-5.795, -2.588, 2.684)
H (-3.493, -4.823, 5.295)
H (-2.606, -4.106, 3.921)
H (-3.628, -5.347, 3.559)
C (7.275, -7.589, -8.614)
O (6.971, -8.022, -7.251)
C (6.277, -9.276, -7.223)
C (6.042, -9.591, -5.727)
N (4.908, -8.892, -5.193)
C (4.891, -8.811, -3.790)
C (3.875, -7.794, -3.317)
O (4.426, -6.496, -3.165)
C (3.664, -5.533, -2.507)
H (7.692, -6.588, -8.499)
H (6.422, -7.520, -9.289)
H (8.022, -8.253, -9.049)
H (6.994, -10.006, -7.598)
H (5.384, -9.344, -7.844)
H (6.953, -9.480, -5.138)
H (5.905, -10.672, -5.745)
H (4.953, -7.892, -5.325)
H (5.883, -8.691, -3.355)
H (4.781, -9.783, -3.308)
H (3.587, -8.083, -2.307)
H (2.953, -7.747, -3.895)
H (2.874, -5.203, -3.182)
H (4.164, -4.580, -2.334)
H (3.343, -5.881, -1.525)
C (4.665, 3.815, 1.528)
O (3.367, 3.729, 0.932)
C (2.401, 4.801, 1.226)
C (1.089, 4.334, 0.657)
N (0.991, 4.454, -0.813)
C (-0.305, 4.023, -1.393)
C (-1.576, 4.448, -0.494)
O (-1.750, 3.486, 0.555)
C (-2.788, 3.879, 1.411)
H (5.154, 2.858, 1.344)
H (4.545, 4.015, 2.592)
H (5.332, 4.515, 1.024)
H (2.882, 5.660, 0.757)
H (2.383, 4.952, 2.306)
H (0.318, 4.891, 1.189)
H (0.760, 3.352, 0.998)
H (1.834, 4.183, -1.299)
H (-0.358, 2.934, -1.382)
H (-0.482, 4.285, -2.436)
H (-2.470, 4.524, -1.113)
H (-1.405, 5.439, -0.073)
H (-2.519, 4.754, 2.004)
H (-3.085, 3.158, 2.172)
H (-3.752, 4.171, 0.993)
C (-15.019, 3.299, 1.275)
O (-14.146, 3.487, 2.363)
C (-12.940, 4.180, 2.064)
C (-12.052, 4.047, 3.212)
N (-10.643, 3.876, 2.743)
C (-9.754, 3.758, 3.942)
C (-8.271, 3.746, 3.645)
O (-8.056, 2.501, 2.984)
C (-6.743, 2.163, 2.580)
H (-15.754, 2.553, 1.579)
H (-14.517, 2.914, 0.388)
H (-15.600, 4.202, 1.088)
H (-13.038, 5.247, 1.867)
H (-12.392, 3.671, 1.270)
H (-12.267, 3.186, 3.844)
H (-12.110, 4.913, 3.872)
H (-10.484, 3.195, 2.013)
H (-9.911, 2.778, 4.392)
H (-9.984, 4.280, 4.871)
H (-7.821, 3.774, 4.638)
H (-7.909, 4.640, 3.138)
H (-6.228, 2.968, 2.057)
H (-6.632, 1.227, 2.033)
H (-6.139, 2.012, 3.474)
C (6.533, 6.161, -3.446)
O (6.229, 5.119, -2.509)
C (7.372, 4.520, -1.971)
C (7.260, 3.338, -1.120)
N (6.711, 2.254, -1.806)
C (6.713, 0.946, -1.242)
C (6.824, -0.311, -2.115)
O (5.667, -0.896, -2.619)
C (5.099, -0.185, -3.697)
H (6.867, 7.112, -3.031)
H (5.599, 6.554, -3.849)
H (7.300, 5.938, -4.187)
H (7.778, 5.197, -1.219)
H (8.128, 4.250, -2.708)
H (6.891, 3.532, -0.113)
H (8.290, 3.101, -0.853)
H (5.831, 2.392, -2.281)
H (5.772, 0.797, -0.713)
H (7.473, 0.959, -0.460)
H (7.351, -1.097, -1.576)
H (7.444, -0.039, -2.969)
H (4.918, 0.805, -3.279)
H (4.171, -0.622, -4.066)
H (5.795, -0.054, -4.524)
C (-0.904, 0.615, 0.967)
C (-0.595, 0.303, -0.510)
C (0.880, 0.287, -1.024)
O (1.571, -0.761, -0.435)
C (2.988, -0.441, -0.182)
N (-1.252, -0.913, -0.814)
H (-0.448, 1.513, 1.384)
H (-0.577, -0.255, 1.537)
H (-1.992, 0.651, 1.015)
H (-1.096, 1.065, -1.109)
H (1.231, 1.220, -0.582)
H (1.077, 0.498, -2.075)
H (3.406, -0.008, -1.091)
H (3.624, -1.302, 0.023)
H (3.051, 0.261, 0.649)
H (-0.514, -1.572, -0.613)
H (-1.359, -1.111, -1.798)
C (9.144, -1.198, 1.834)
C (9.143, -1.105, 3.399)
C (10.498, -0.511, 3.816)
O (10.645, -0.621, 5.173)
C (11.925, -0.232, 5.562)
N (8.095, -0.170, 3.860)
H (8.143, -1.462, 1.491)
H (9.890, -1.861, 1.395)
H (9.265, -0.239, 1.330)
H (9.072, -2.065, 3.910)
H (10.596, 0.524, 3.491)
H (11.364, -0.860, 3.255)
H (12.512, 0.526, 5.042)
H (12.542, -1.130, 5.610)
H (11.793, 0.236, 6.537)
H (7.202, -0.570, 3.610)
H (8.032, -0.213, 4.867)
C (-0.247, -5.406, -0.895)
C (-0.168, -5.852, 0.587)
C (1.169, -5.623, 1.261)
O (1.382, -6.448, 2.359)
C (2.659, -6.229, 3.078)
N (-1.199, -5.084, 1.239)
H (0.062, -4.374, -1.059)
H (-1.182, -5.547, -1.437)
H (0.475, -5.969, -1.486)
H (-0.295, -6.932, 0.502)
H (1.307, -4.569, 1.500)
H (1.797, -6.052, 0.479)
H (3.427, -6.682, 2.451)
H (2.484, -6.782, 4.001)
H (2.858, -5.196, 3.365)
H (-1.001, -5.418, 2.171)
H (-2.140, -5.378, 1.021)
C (4.782, 1.617, 4.323)
C (4.216, 2.357, 5.575)
C (5.232, 3.004, 6.451)
O (3.418, 3.426, 5.061)
H (5.146, 0.604, 4.494)
H (5.631, 2.198, 3.966)
H (4.022, 1.524, 3.547)
H (3.559, 1.726, 6.173)
H (5.928, 3.560, 5.823)
H (5.759, 2.278, 7.070)
H (4.730, 3.657, 7.165)
H (3.974, 3.852, 4.404)
C (-6.265, 2.760, -1.311)
C (-5.110, 1.807, -1.684)
C (-4.986, 1.475, -3.225)
O (-3.935, 2.522, -1.295)
H (-6.447, 2.981, -0.259)
H (-7.096, 2.235, -1.781)
H (-6.192, 3.623, -1.973)
H (-5.167, 0.943, -1.023)
H (-4.604, 2.343, -3.762)
H (-5.913, 1.131, -3.684)
H (-4.363, 0.619, -3.488)
H (-3.369, 1.912, -0.816)
C (-3.790, 6.046, -3.523)
C (-3.143, 5.862, -4.962)
C (-2.630, 4.473, -5.209)
O (-4.076, 6.344, -5.950)
H (-3.810, 7.084, -3.190)
H (-3.168, 5.615, -2.739)
H (-4.726, 5.498, -3.408)
H (-2.317, 6.573, -5.005)
H (-1.910, 4.050, -4.508)
H (-2.256, 4.421, -6.232)
H (-3.578, 3.936, -5.247)
H (-4.859, 5.809, -5.804)
C (0.424, -3.681, 8.486)
C (0.208, -3.967, 6.962)
C (1.094, -3.174, 5.960)
O (0.204, -5.377, 6.679)
H (0.072, -2.667, 8.680)
H (1.453, -3.889, 8.779)
H (-0.080, -4.343, 9.189)
H (-0.789, -3.543, 6.847)
H (0.985, -3.321, 4.886)
H (2.126, -3.406, 6.222)
H (1.057, -2.084, 5.973)
H (-0.189, -5.430, 5.805)
C (-0.771, 3.761, 5.255)
C (-0.678, 3.872, 6.837)
C (-1.408, 5.097, 7.447)
O (-1.384, 2.674, 7.155)
H (-1.821, 3.927, 5.012)
H (-0.461, 2.835, 4.770)
H (-0.126, 4.532, 4.833)
H (0.347, 3.780, 7.197)
H (-2.464, 5.103, 7.175)
H (-1.034, 5.973, 6.919)
H (-1.163, 5.154, 8.508)
H (-2.210, 2.969, 7.545)
C (2.595, 2.130, -4.659)
C (3.407, 3.393, -4.672)
C (3.014, 4.395, -3.614)
O (4.724, 3.074, -4.436)
H (2.732, 1.546, -3.749)
H (2.912, 1.554, -5.529)
H (1.524, 2.309, -4.751)
H (3.378, 3.908, -5.632)
H (1.937, 4.548, -3.558)
H (3.493, 5.371, -3.694)
H (3.223, 3.980, -2.628)
H (5.185, 3.841, -4.089)
C (-5.817, -1.119, -7.935)
C (-4.687, -0.011, -7.922)
C (-3.323, -0.319, -7.183)
O (-4.174, 0.308, -9.184)
H (-6.818, -0.752, -8.164)
H (-5.887, -1.549, -6.936)
H (-5.623, -1.839, -8.729)
H (-4.977, 0.998, -7.629)
H (-2.965, -1.337, -7.335)
H (-3.540, -0.270, -6.116)
H (-2.540, 0.339, -7.560)
H (-4.877, 0.702, -9.705)
C (1.051, -1.711, -4.343)
C (0.009, -2.738, -4.010)
C (-1.117, -2.655, -5.083)
O (0.381, -3.980, -3.870)
H (1.866, -2.210, -4.868)
H (1.486, -1.204, -3.482)
H (0.619, -0.870, -4.886)
H (-0.493, -2.448, -3.088)
H (-0.705, -2.658, -6.092)
H (-1.679, -1.727, -4.980)
H (-1.878, -3.420, -4.928)
H (0.985, -4.197, -4.585)
C (-4.449, -0.920, 5.639)
C (-5.149, 0.328, 6.214)
C (-4.318, 1.660, 5.994)
O (-6.405, 0.390, 5.681)
H (-4.321, -0.669, 4.586)
H (-5.159, -1.731, 5.798)
H (-3.474, -1.021, 6.117)
H (-5.161, 0.228, 7.299)
H (-3.699, 1.856, 6.869)
H (-5.041, 2.462, 5.850)
H (-3.705, 1.640, 5.094)
H (-6.856, 1.201, 5.924)

---

Record 2
Below is 18 unconnected molecules or ions with the total composition C69H85Cl18O30P, with properties calculated with wB97M-V/def2-TZVPD.

Output
Gap between HOMO and LUMO in eV: 4.7
M in Da: 2063.537

Element x y z (Å)
C (-3.354, -3.475, 2.945)
C (-3.332, -3.613, 1.439)
C (-2.604, -2.400, 0.832)
C (-1.090, -2.383, 1.106)
P (-0.276, -1.469, -0.174)
C (-0.946, 0.214, -0.317)
C (-0.977, 0.984, 1.001)
C (-2.034, 2.086, 0.930)
C (-1.859, 3.023, 2.137)
C (1.484, -1.423, 0.289)
C (2.338, -0.710, -0.752)
C (3.696, -0.245, -0.180)
C (4.499, 0.569, -1.170)
C (-0.434, -2.276, -1.748)
C (0.108, -3.695, -1.803)
C (-0.127, -4.365, -3.152)
C (0.810, -5.533, -3.363)
H (-2.350, -3.393, 3.375)
H (-3.803, -4.322, 3.462)
H (-3.850, -2.549, 3.242)
H (-4.333, -3.638, 1.010)
H (-2.766, -4.502, 1.150)
H (-3.110, -1.494, 1.189)
H (-2.814, -2.300, -0.239)
H (-0.634, -3.374, 1.188)
H (-0.923, -1.938, 2.091)
H (-1.866, 0.236, -0.907)
H (-0.298, 0.660, -1.088)
H (-0.004, 1.336, 1.343)
H (-1.262, 0.255, 1.772)
H (-3.051, 1.706, 0.851)
H (-1.771, 2.640, 0.024)
H (-1.291, 2.532, 2.929)
H (-2.841, 3.362, 2.459)
H (-1.222, 3.858, 1.864)
H (1.786, -2.465, 0.404)
H (1.514, -0.912, 1.256)
H (1.882, 0.154, -1.244)
H (2.556, -1.437, -1.539)
H (4.245, -1.092, 0.234)
H (3.422, 0.402, 0.661)
H (4.068, 1.564, -1.287)
H (4.670, 0.111, -2.147)
H (5.517, 0.713, -0.800)
H (0.114, -1.616, -2.434)
H (-1.489, -2.217, -2.034)
H (-0.337, -4.324, -1.029)
H (1.190, -3.602, -1.672)
H (0.207, -3.647, -3.911)
H (-1.189, -4.578, -3.301)
H (0.584, -6.299, -2.614)
H (1.805, -5.093, -3.281)
H (0.728, -6.161, -4.248)
C (4.548, -4.760, -1.269)
C (5.358, -5.821, -0.521)
O (6.022, -6.633, -1.211)
O (5.334, -5.747, 0.734)
H (3.556, -5.132, -1.551)
H (5.039, -4.510, -2.213)
H (4.410, -3.881, -0.637)
C (7.224, -7.816, -3.529)
C (7.213, -6.815, -4.426)
C (6.049, -5.967, -4.763)
O (6.140, -4.982, -5.472)
C (4.823, -6.319, -4.051)
C (4.773, -7.360, -3.233)
C (5.948, -8.236, -2.931)
O (5.751, -9.268, -2.325)
O (3.656, -7.648, -2.564)
O (8.358, -6.486, -5.069)
H (8.172, -8.260, -3.266)
H (3.949, -5.699, -4.212)
H (3.779, -8.491, -2.094)
H (8.223, -5.605, -5.456)
C (0.371, 1.327, -6.297)
C (-0.320, 1.728, -5.226)
C (0.312, 1.963, -3.889)
O (-0.383, 2.269, -2.938)
C (1.761, 1.750, -3.813)
C (2.427, 1.293, -4.877)
C (1.788, 1.013, -6.215)
O (2.436, 0.480, -7.089)
O (3.723, 0.989, -4.810)
O (-1.640, 1.954, -5.278)
H (-0.157, 1.082, -7.210)
H (2.332, 1.855, -2.900)
H (3.988, 0.588, -5.656)
H (-1.893, 2.353, -4.428)
C (8.960, 2.072, -4.004)
C (8.685, 1.919, -2.704)
C (9.248, 2.831, -1.632)
O (9.150, 2.624, -0.450)
C (10.090, 3.918, -2.151)
C (10.388, 4.050, -3.446)
C (9.753, 3.197, -4.503)
O (9.898, 3.453, -5.679)
O (11.216, 4.988, -3.907)
O (7.865, 0.950, -2.295)
H (8.562, 1.426, -4.774)
H (10.541, 4.580, -1.424)
H (11.225, 4.946, -4.879)
H (7.844, 0.857, -1.331)
C (-5.932, 1.917, 2.185)
C (-7.153, 2.380, 1.976)
C (-7.989, 3.049, 3.032)
O (-9.184, 3.175, 2.888)
C (-7.244, 3.383, 4.252)
C (-5.979, 2.958, 4.444)
C (-5.258, 2.047, 3.470)
O (-4.190, 1.574, 3.766)
O (-5.324, 3.134, 5.591)
O (-7.733, 2.226, 0.762)
H (-5.416, 1.450, 1.354)
H (-7.665, 3.966, 5.060)
H (-4.471, 2.651, 5.537)
H (-8.652, 2.533, 0.866)
C (-1.848, 5.517, -2.955)
C (-2.373, 6.169, -3.998)
C (-3.528, 7.106, -3.897)
O (-3.970, 7.674, -4.870)
C (-4.024, 7.341, -2.540)
C (-3.496, 6.721, -1.478)
C (-2.423, 5.691, -1.635)
O (-2.055, 5.090, -0.641)
O (-3.958, 6.906, -0.239)
O (-1.827, 6.056, -5.217)
H (-1.011, 4.853, -3.127)
H (-4.871, 7.999, -2.391)
H (-3.419, 6.340, 0.346)
H (-2.456, 6.386, -5.880)
C (-1.429, 0.166, 5.755)
C (-0.506, -0.772, 5.992)
C (0.114, -0.929, 7.334)
O (1.053, -1.677, 7.511)
C (-0.460, -0.129, 8.403)
C (-1.326, 0.868, 8.150)
C (-1.981, 1.027, 6.802)
O (-2.877, 1.808, 6.592)
O (-1.789, 1.701, 9.101)
O (-0.076, -1.597, 5.021)
H (-1.827, 0.283, 4.754)
H (-0.078, -0.253, 9.409)
H (-1.562, 1.319, 9.959)
H (0.423, -2.312, 5.454)
C (-0.435, 9.738, 3.396)
C (-1.597, 10.267, 3.785)
C (-2.821, 9.472, 4.016)
O (-3.825, 9.957, 4.495)
C (-2.735, 8.056, 3.681)
C (-1.609, 7.533, 3.177)
C (-0.357, 8.320, 2.999)
O (0.683, 7.763, 2.725)
O (-1.516, 6.218, 2.936)
O (-1.700, 11.546, 4.176)
H (0.467, 10.332, 3.370)
H (-3.573, 7.407, 3.899)
H (-0.623, 6.061, 2.574)
H (-2.630, 11.794, 4.281)
C (2.101, -6.798, 0.802)
Cl (0.910, -7.573, -0.215)
Cl (1.914, -5.039, 0.994)
H (1.932, -7.213, 1.792)
H (3.133, -7.042, 0.558)
C (-5.873, -6.710, 3.504)
Cl (-6.694, -5.233, 4.093)
Cl (-5.241, -6.348, 1.885)
H (-5.003, -6.887, 4.126)
H (-6.538, -7.563, 3.491)
C (2.830, -2.698, -5.583)
Cl (1.137, -2.467, -6.008)
Cl (3.138, -2.458, -3.850)
H (3.190, -3.626, -6.021)
H (3.405, -1.953, -6.129)
C (-0.851, 5.525, 6.213)
Cl (0.540, 6.426, 5.623)
Cl (-1.188, 4.075, 5.274)
H (-0.525, 5.248, 7.211)
H (-1.775, 6.090, 6.271)
C (-7.588, -1.350, 0.861)
Cl (-8.072, -0.936, 2.479)
Cl (-5.822, -1.773, 0.811)
H (-8.065, -2.293, 0.628)
H (-7.817, -0.505, 0.224)
C (1.474, 4.934, 0.307)
Cl (2.442, 4.118, -0.945)
Cl (1.338, 3.954, 1.763)
H (1.996, 5.859, 0.527)
H (0.455, 5.139, -0.008)
C (-4.879, -1.244, -2.882)
Cl (-3.230, -0.789, -2.433)
Cl (-6.087, -0.187, -2.124)
H (-4.950, -1.141, -3.958)
H (-5.055, -2.262, -2.557)
C (-6.086, -1.852, 5.762)
Cl (-7.208, -0.515, 5.841)
Cl (-4.467, -1.287, 5.369)
H (-6.066, -2.491, 6.636)
H (-6.349, -2.435, 4.883)
C (1.078, -10.484, -4.471)
Cl (2.793, -10.533, -4.102)
Cl (0.741, -8.941, -5.284)
H (0.902, -11.334, -5.121)
H (0.539, -10.553, -3.534)

---

Record 3
Below is a molecular structure, C6Cl4O2PtS3Sb, with properties calculated with wB97M-V/def2-TZVPD.

Output
Relative energy (zero: lowest compared OMol25 entry of this formula, charge and spin) in eV: 0.0000
Gap between HOMO and LUMO (alpha / beta) in eV: 5.8 / 5.9
<S²>: 0.757
Charge: -2
Multiplicity: 2
M in Da: 658.915

Element x y z (Å)
Pt (-0.328, -1.041, 0.583)
Cl (2.029, 0.910, 6.863)
C (1.296, 0.924, 5.281)
C (0.750, 2.093, 4.780)
Cl (0.800, 3.556, 5.726)
C (0.165, 2.099, 3.510)
Cl (-0.525, 3.550, 2.851)
C (0.115, 0.945, 2.725)
O (-0.418, 0.898, 1.540)
C (0.681, -0.267, 3.244)
O (0.633, -1.323, 2.489)
C (1.259, -0.246, 4.516)
Cl (1.939, -1.728, 5.114)
S (-2.259, -4.331, -2.906)
Sb (-2.362, -2.210, -2.052)
S (-0.039, -1.475, -1.583)
S (-2.123, -2.395, 0.401)